Molecular formula: C41H62F6NO22P
Method: DFT, ωB97M-V/def2-TZVPD

Each line ends with the Mulliken charge.
Geometry (Å):
C (6.4418, -0.3078, 1.5322)  -1.033
C (6.0241, 0.0894, 0.0241)  0.343
C (6.1765, 1.6769, -0.2643)  -0.718
C (5.2150, 2.2138, -1.4343)  -0.845
C (3.8474, 2.8962, -0.9252)  0.328
C (3.8925, 4.5070, -0.9052)  -0.726
C (2.7201, 5.1888, -0.0430)  -0.366
C (1.2641, 4.5508, -0.2726)  0.098
C (0.5032, 5.1262, -1.5896)  -0.817
C (-0.7747, 5.9972, -1.1548)  -0.362
C (-2.1445, 5.1674, -0.9722)  -1.075
C (-2.0207, 3.5729, -1.1244)  1.024
C (-3.4314, 2.9364, -0.6874)  -0.831
C (-3.3467, 1.6052, 0.1994)  -1.239
C (-2.7209, 0.3187, -0.5553)  1.292
C (-3.4690, 0.2286, -1.9890)  -0.687
C (-3.7212, -1.2615, -2.5089)  -0.610
C (-3.1677, -1.0321, 0.2382)  0.102
O (-4.1864, -1.0635, 1.0433)  -0.840
O (-2.4629, -2.2381, 0.1302)  -0.746
N (-1.2500, 0.5287, -0.6478)  1.158
C (-0.5164, 0.4146, 0.6248)  -0.309
O (-0.1855, -0.6415, 1.2439)  -0.705
O (-0.1613, 1.6352, 1.2413)  -0.797
P (-0.4805, -0.2231, -2.0227)  -0.118
C (0.9817, -1.3253, -1.5802)  -0.998
C (2.3480, -0.5640, -1.1924)  0.590
C (-0.0187, 1.1256, -3.2918)  0.761
C (1.3385, 0.8362, -4.1079)  -0.726
H (6.1424, -1.4084, 1.7152)  0.222
H (5.8219, 0.3020, 2.2870)  0.229
H (7.5599, -0.2314, 1.7431)  0.325
H (6.6317, -0.5515, -0.7213)  0.313
H (4.9156, -0.1592, -0.0975)  -0.257
H (7.2614, 1.8104, -0.6487)  0.285
H (6.0968, 2.2899, 0.7070)  0.306
H (5.8031, 2.9782, -2.0502)  0.414
H (4.9786, 1.3177, -2.1274)  0.275
H (3.5356, 2.4538, 0.0923)  0.344
H (3.0388, 2.6196, -1.7050)  -0.408
H (4.8956, 4.7957, -0.3989)  0.360
H (3.9636, 4.9475, -1.9727)  0.234
H (2.6442, 6.2909, -0.3799)  -0.257
H (2.9519, 5.2421, 1.0888)  0.367
H (0.6169, 4.8843, 0.6274)  0.529
H (1.2319, 3.4072, -0.2618)  -0.196
H (1.2540, 5.8724, -2.0666)  0.493
H (0.3019, 4.3361, -2.3857)  0.251
H (-0.5344, 6.5418, -0.1709)  0.115
H (-0.9502, 6.8315, -1.9293)  0.365
H (-2.9688, 5.5988, -1.6591)  0.143
H (-2.5276, 5.3642, 0.1034)  0.349
H (-1.8513, 3.3294, -2.2271)  0.123
H (-1.1448, 3.2030, -0.4938)  -0.443
H (-4.0896, 2.8598, -1.6201)  0.149
H (-3.9440, 3.7333, -0.0172)  0.587
H (-4.4215, 1.4067, 0.5807)  0.359
H (-2.7554, 1.8935, 1.1523)  0.395
H (-2.9871, 0.8877, -2.7990)  0.052
H (-4.5175, 0.6895, -1.8120)  0.336
H (-2.7577, -1.8853, -2.3823)  0.169
H (-3.9638, -1.3281, -3.6409)  0.290
H (-4.5684, -1.8092, -1.9740)  -0.007
H (0.7331, -2.0400, -0.7094)  0.358
H (1.1594, -2.0190, -2.4892)  0.539
H (2.5720, -0.5816, -0.0585)  -0.338
H (3.1961, -1.0927, -1.7818)  0.376
H (2.3460, 0.5182, -1.5481)  -0.690
H (-0.8684, 1.1526, -4.0757)  0.416
H (-0.0019, 2.1918, -2.8425)  -0.998
H (1.6891, -0.2482, -4.0358)  0.186
H (2.1589, 1.4986, -3.6335)  0.109
H (1.2781, 1.1220, -5.2275)  0.334
C (2.8220, -2.1027, 3.0594)  0.091
C (2.6362, -0.8827, 3.8994)  0.525
O (3.3986, -1.1720, 5.0581)  -0.384
C (4.3968, -1.9963, 4.6393)  0.697
O (5.3881, -2.2310, 5.2763)  -0.625
O (4.1391, -2.5168, 3.4058)  -0.401
F (1.3456, -0.7336, 4.2603)  -0.289
H (2.1143, -2.8976, 3.3081)  0.113
H (2.7470, -1.8884, 1.9925)  -0.047
H (3.0011, 0.0407, 3.4403)  0.282
C (3.7650, -6.7121, 5.2704)  -0.381
C (2.6646, -5.9355, 4.6215)  0.325
O (3.3039, -5.3296, 3.5163)  -0.187
C (4.3130, -6.1764, 3.1732)  0.630
O (4.8987, -6.1379, 2.1310)  -0.552
O (4.5714, -7.0820, 4.1608)  -0.348
F (2.2088, -4.9605, 5.4429)  -0.294
H (4.3566, -6.1072, 5.9635)  0.290
H (3.3972, -7.5930, 5.7995)  0.283
H (1.8276, -6.5469, 4.2719)  0.234
C (3.8463, 9.5965, -0.2269)  -0.503
C (3.0764, 10.7914, 0.2384)  0.312
O (1.7412, 10.4567, -0.0726)  -0.326
C (1.6823, 9.0938, -0.0040)  0.508
O (0.6662, 8.4690, 0.0585)  -0.431
O (2.9270, 8.5379, -0.0079)  -0.235
F (3.4196, 11.8982, -0.4675)  -0.303
H (4.0977, 9.6452, -1.2904)  0.281
H (4.7637, 9.4436, 0.3437)  0.281
H (3.1645, 10.9938, 1.3100)  0.279
C (-7.0472, -3.1165, -0.5995)  -0.501
C (-8.5357, -3.0748, -0.7326)  0.361
O (-8.7631, -1.8731, -1.4405)  -0.302
C (-7.6467, -1.6876, -2.2045)  0.619
O (-7.5868, -0.9288, -3.1288)  -0.564
O (-6.6179, -2.4740, -1.7918)  -0.214
F (-9.1323, -2.9790, 0.4818)  -0.308
H (-6.6828, -2.5550, 0.2667)  0.243
H (-6.6626, -4.1356, -0.5427)  0.294
H (-8.9619, -3.9154, -1.2888)  0.286
C (-11.8276, -1.0858, -3.0056)  -0.218
C (-12.5783, -0.6514, -4.2233)  0.333
O (-12.7081, -1.8471, -4.9657)  -0.307
C (-12.7256, -2.8487, -4.0411)  0.664
O (-13.0892, -3.9663, -4.2680)  -0.537
O (-12.2863, -2.4197, -2.8252)  -0.300
F (-11.8559, 0.2318, -4.9518)  -0.278
H (-10.7443, -1.0914, -3.1567)  0.109
H (-12.0565, -0.4708, -2.1342)  0.270
H (-13.5698, -0.2371, -4.0171)  0.257
C (4.9848, -11.0397, 2.9283)  -0.405
C (5.5769, -11.2897, 4.2788)  0.303
O (4.7151, -10.5808, 5.1448)  -0.277
C (3.4983, -10.5864, 4.5306)  0.692
O (2.4686, -10.3203, 5.0782)  -0.531
O (3.5977, -10.9389, 3.2187)  -0.310
F (6.8178, -10.7555, 4.3732)  -0.282
H (5.3318, -10.1030, 2.4827)  0.283
H (5.1814, -11.8544, 2.2297)  0.266
H (5.6047, -12.3440, 4.5699)  0.277

Calculated values
- multiplicity = 1
- gap between HOMO and LUMO (eV) = 3.8705
- HOMO (eV) = -1.2
- energy (a.u.) = -4249.93897
- LUMO (eV) = 2.68
- net charge = -2
- maximum force (eV Å⁻¹) = 7.0